one) Below is a 2-piece molecular cluster, C3H4OS overall, with properties calculated with ωB97M-V/def2-TZVPD.

Last column: Mulliken charge in e.
Element x y z (Å)
1 C -1.013 -1.017 -2.221  0.1468
2 C 0.366 0.837 0.490  -0.1922
3 C 0.547 -0.370 1.441  -0.7010
4 O -0.251 -0.844 -3.037  -0.1566
5 S -1.023 1.028 -0.381  -0.1502
6 H -0.417 2.002 -1.183  0.2026
7 H 0.668 0.084 2.375  0.3109
8 H 1.477 -0.683 0.922  0.2695
9 H -0.354 -1.037 1.593  0.2703

Computed properties:
- multiplicity = 1
- LUMO (Eh) = 0.009
- E_HOMO (eV) = -8.135

=====

two) Below is C3H4OS as an isolated structure, with properties calculated with ωB97M-V/def2-TZVPD.

Last column: Mulliken charge in e.
Element x y z (Å)
1 C -1.055 0.086 -0.154  0.5416
2 C 0.540 0.338 -0.141  -0.2250
3 C 1.350 -0.850 -0.124  -0.6428
4 H -1.038 1.924 0.577  0.3831
5 H 0.659 1.378 -0.265  0.2744
6 H 0.623 -1.811 0.463  0.1376
7 H 2.431 -0.864 -0.128  0.3263
8 O -1.777 1.183 -0.123  -0.4690
9 S -1.732 -1.384 -0.105  -0.3262

Computed properties:
- multiplicity = 1
- LUMO (Eh) = -0.015
- E_HOMO (eV) = -8.754

=====

Stability, lowest: two)

=====

one) Below is a 3-piece molecular cluster, C4H12O3 overall, with properties calculated with ωB97M-V/def2-TZVPD.

Last column: Mulliken charge in e.
Element x y z (Å)
1 C -0.914 1.642 1.728  -1.1107
2 C -1.184 1.526 0.254  -0.0497
3 C -0.776 0.609 -0.623  0.1472
4 C -1.047 0.742 -2.100  -1.0591
5 O -0.206 -0.603 -0.254  -0.5121
6 H -1.108 2.711 1.987  0.3367
7 H 0.139 1.572 2.008  0.3318
8 H -1.673 1.180 2.346  0.2943
9 H -1.835 2.330 -0.077  0.2789
10 H -0.149 0.621 -2.707  0.2999
11 H -1.370 1.772 -2.270  0.3463
12 H -1.982 0.246 -2.404  0.2790
13 H 0.714 -0.466 0.013  0.3186
14 O 0.979 -3.051 0.991  -0.6244
15 H 0.348 -2.405 0.647  0.4064
16 H 0.451 -3.703 1.429  0.2979
17 O 3.230 -1.411 0.006  -0.6146
18 H 3.925 -1.442 -0.652  0.3064
19 H 2.459 -1.872 -0.321  0.3271

Computed properties:
- multiplicity = 1
- LUMO (Eh) = 0.026
- E_HOMO (eV) = -9.082
- SMILES = C/C=C(/C)O.O.O

=====

two) Below is a 3-piece molecular cluster, C4H12O3 overall, with properties calculated with ωB97M-V/def2-TZVPD.

Last column: Mulliken charge in e.
Element x y z (Å)
1 C -0.202 -0.475 -0.760  -1.3305
2 C -0.666 -0.757 0.669  0.8658
3 C 0.462 -1.244 1.573  -1.3367
4 C -1.807 -1.741 0.537  -0.2251
5 O -1.881 -2.873 0.929  -0.4737
6 H -1.013 -0.039 -1.343  0.4481
7 H 0.197 -1.355 -1.279  0.3756
8 H 0.672 0.187 -0.753  0.1683
9 H -1.147 0.138 1.078  0.2172
10 H 0.914 -0.389 2.076  0.3072
11 H 1.292 -1.578 0.951  0.3364
12 H 0.249 -2.055 2.263  0.3499
13 H -2.684 -1.286 0.017  0.3253
14 O 2.227 2.007 -0.253  -0.6220
15 H 2.998 1.882 -0.816  0.3075
16 H 2.419 2.070 0.693  0.3056
17 O -0.641 2.584 -2.192  -0.6476
18 H -1.498 2.536 -1.762  0.3046
19 H 0.108 2.389 -1.628  0.3241

Computed properties:
- multiplicity = 1
- LUMO (Eh) = 0.014
- E_HOMO (eV) = -9.651
- SMILES = CC(C)C=O.O.O

=====

Stability, lowest: one)

=====

one) Below is a 4-piece molecular cluster, C4H12O3 overall, with properties calculated with ωB97M-V/def2-TZVPD.

Last column: Mulliken charge in e.
Element x y z (Å)
1 C 2.040 -1.201 -1.254  -0.9008
2 C 1.387 -0.321 -0.481  0.2796
3 C 1.765 0.503 0.637  -0.2021
4 C 0.821 1.161 1.351  -0.3197
5 H 3.091 -1.290 -1.022  0.2521
6 H 1.550 -1.816 -1.947  0.3064
7 H 0.349 -0.175 -0.748  0.1600
8 H 2.666 0.127 1.143  0.2431
9 H 1.014 1.669 2.270  0.3536
10 H -0.228 1.094 1.055  -0.1494
11 O -2.240 0.519 2.342  -0.6426
12 H -1.541 1.047 1.964  0.2969
13 H -2.491 -0.310 1.909  0.3347
14 O -2.069 -1.706 -0.260  -0.6048
15 H -1.230 -2.069 -0.541  0.2975
16 H -2.582 -1.262 -0.940  0.3042
17 O -0.668 1.006 -2.033  -0.6519
18 H -1.535 1.311 -1.739  0.3066
19 H -0.098 1.714 -1.706  0.3367

Computed properties:
- multiplicity = 1
- LUMO (Eh) = 0.016
- E_HOMO (eV) = -9.040
- SMILES = C=CC=C.O.O.O

=====

two) Below is a 2-piece molecular cluster, C4H12O3 overall, with properties calculated with ωB97M-V/def2-TZVPD.

Last column: Mulliken charge in e.
Element x y z (Å)
1 C -0.731 -0.182 -0.267  -1.2598
2 C 0.408 0.180 0.634  0.2775
3 O 0.012 0.927 1.796  -0.5519
4 C 1.268 -1.036 1.039  -0.5601
5 C 1.816 -1.737 -0.229  -0.5254
6 O 2.194 -0.940 -1.336  -0.5221
7 H -1.417 0.684 -0.385  0.2598
8 H -0.618 -0.464 -1.307  0.3719
9 H -1.477 -0.792 0.267  0.3207
10 H 1.105 0.832 0.081  0.2843
11 H 0.622 1.634 1.848  0.3378
12 H 0.632 -1.801 1.484  0.2928
13 H 2.085 -0.630 1.631  0.2877
14 H 1.046 -2.418 -0.591  0.2805
15 H 2.665 -2.335 0.117  0.4009
16 H 3.144 -0.939 -1.459  0.3094
17 O -4.163 3.366 -1.233  -0.6388
18 H -3.930 2.948 -0.388  0.3182
19 H -4.662 2.703 -1.701  0.3168

Computed properties:
- multiplicity = 1
- LUMO (Eh) = 0.026
- E_HOMO (eV) = -9.999
- SMILES = C[C@@H](O)CCO.O

=====

Stability, lowest: one)

=====

one) Below is one molecule with the formula C4H7FO, with properties calculated with ωB97M-V/def2-TZVPD.

Last column: Mulliken charge in e.
Element x y z (Å)
1 C -1.675 0.591 -0.228  -0.9672
2 C -0.494 -0.053 0.584  -0.6345
3 C 0.658 -0.672 -0.274  0.3511
4 F 0.588 -0.376 -1.600  -0.3213
5 C 2.029 -0.177 0.225  -0.1265
6 O 2.241 -0.051 1.363  -0.4073
7 H -1.128 1.459 -0.897  0.2104
8 H -2.362 1.091 0.412  0.3921
9 H -2.190 -0.189 -0.973  0.2498
10 H -0.081 0.846 0.993  0.3098
11 H -0.692 -0.773 1.383  0.3957
12 H 0.407 -1.833 -0.401  0.2057
13 H 2.699 0.137 -0.588  0.3421

Computed properties:
- multiplicity = 1
- LUMO (Eh) = 0.026
- E_HOMO (eV) = -10.197
- SMILES = CC[C@@H](F)C=O

=====

two) Below is one molecule with the formula C4H7FO, with properties calculated with ωB97M-V/def2-TZVPD.

Last column: Mulliken charge in e.
Element x y z (Å)
1 C 0.421 1.588 -0.178  -0.9642
2 C 0.030 0.339 0.170  0.8442
3 C -1.401 0.046 0.475  -0.3462
4 F -2.090 -0.625 -0.547  -0.2766
5 O 0.827 -0.727 0.313  -0.3562
6 C 2.127 -0.565 -0.193  -0.9394
7 H 1.482 1.845 -0.365  0.2823
8 H -0.370 2.324 -0.132  0.2541
9 H -1.971 0.974 0.675  0.2539
10 H -1.438 -0.529 1.415  0.2253
11 H 2.622 0.143 0.418  0.4104
12 H 2.610 -1.499 0.010  0.2511
13 H 2.198 -0.272 -1.250  0.3613

Computed properties:
- multiplicity = 1
- LUMO (Eh) = 0.036
- E_HOMO (eV) = -9.247
- SMILES = C=C(CF)OC

=====

three) Below is one molecule with the formula C4H7FO, with properties calculated with ωB97M-V/def2-TZVPD.

Last column: Mulliken charge in e.
Element x y z (Å)
1 C 1.674 -0.163 0.334  -1.3193
2 C 0.470 -1.001 0.245  0.5652
3 O 0.399 -2.135 0.610  -0.5237
4 C -0.919 -0.451 -0.413  0.3625
5 C -1.237 1.073 -0.039  -1.0053
6 F -0.842 -0.629 -1.785  -0.3083
7 H 2.377 -0.642 0.963  0.3647
8 H 2.149 -0.104 -0.583  0.3412
9 H 1.515 0.775 0.689  0.4014
10 H -1.634 -1.150 -0.019  0.2826
11 H -1.292 1.648 -1.034  0.2616
12 H -0.461 1.518 0.592  0.2817
13 H -2.199 1.261 0.442  0.2958

Computed properties:
- multiplicity = 1
- LUMO (Eh) = 0.035
- E_HOMO (eV) = -9.703
- SMILES = CC(=O)[C@@H](C)F

=====

Stability, lowest: one)